C3H10NS2 | the ωB97M-V functional and the def2-TZVPD basis

Geometry as XYZ:
```
16
Properties=species:S:1:pos:R:3:forces:R:3
C -0.0244 1.9621 -1.4854 0.7 0.1 0.1
N 0.1119 0.7024 -1.5339 0.2 0.2 0.1
H -0.2767 2.4411 -0.5481 -0.5 -0.1 -0.1
H 0.2467 2.5603 -2.3474 -0.1 0.0 0.0
H 0.5635 0.2865 -2.3436 -0.4 -0.2 -0.1
H -0.1369 0.0847 -0.7314 0.0 -0.1 -0.1
C 1.9001 -1.6985 0.3558 -0.1 0.0 0.3
S 0.8709 -0.6441 1.4092 0.0 0.1 0.0
S -1.0197 -1.2822 0.7848 0.0 0.0 -0.2
C -1.9919 0.1233 1.3807 0.1 -0.2 0.2
H 1.8685 -2.7351 0.6814 -0.1 0.0 0.0
H 1.6157 -1.6304 -0.6920 0.1 0.0 -0.1
H 2.9035 -1.3113 0.5146 0.1 0.0 -0.2
H -1.8908 1.0250 0.7809 0.1 0.0 -0.1
H -3.0265 -0.2125 1.3631 0.0 0.0 0.0
H -1.7141 0.3288 2.4111 -0.1 0.1 0.0
```
Positions in Å, forces in eV/Å.

Results
Relative energy (zero: lowest compared OMol25 entry of this formula, charge and spin) = 124.5 kJ/mol
LUMO energy = -5.25 eV
Frontier orbital gap = 6.8 eV
Calculated total energy = -971.14714 hartree
Largest force on an atom = 0.662 eV/A
Charge = +1